C19H23CsF3N2OSSi | the ωB97M-V functional and the def2-TZVPD basis

Structure (ORCA input):
```
! RIJCOSX wB97M-V def2-TZVPD def2/J DEFGRID3
* xyz -1 1
Cs 0.67 -0.83 -0.09
O -2.83 -0.66 -1.31
C -2.98 0.65 -1.85
C -3.76 1.58 -0.92
C -2.98 1.89 0.36
C -1.93 2.93 0.13
C -2.26 4.27 -0.05
C -1.26 5.19 -0.31
C 0.05 4.74 -0.39
C 0.29 3.39 -0.20
N -0.67 2.51 0.06
H -3.70 -1.03 -1.15
H -3.45 0.61 -2.84
H -1.96 1.02 -1.99
H -4.72 1.12 -0.68
H -3.98 2.50 -1.46
H -2.48 0.99 0.72
H -3.67 2.22 1.15
H -3.30 4.58 0.02
H -1.50 6.24 -0.46
H 0.87 5.42 -0.60
H 1.30 3.00 -0.26
F -0.33 -0.13 5.92
C 1.00 -0.11 6.03
F 1.27 0.89 6.92
F 1.36 -1.26 6.67
C 1.78 0.08 4.77
C 3.07 0.55 4.95
C 3.90 0.78 3.87
C 3.36 0.53 2.62
N 2.14 0.06 2.41
C 1.31 -0.22 3.46
S -0.21 -0.94 3.10
H 3.42 0.74 5.96
H 4.91 1.14 3.98
H 3.95 0.72 1.72
C 1.22 1.76 -6.49
Si 2.63 1.42 -5.28
C 3.42 3.08 -4.85
C 3.94 0.42 -6.21
C 2.05 0.56 -3.81
C 1.64 -0.02 -2.80
H 1.59 2.22 -7.41
H 0.49 2.42 -6.04
H 0.71 0.83 -6.75
H 3.83 3.57 -5.73
H 4.22 2.95 -4.12
H 2.68 3.75 -4.40
H 4.29 0.96 -7.10
H 3.53 -0.54 -6.53
H 4.80 0.22 -5.57
*
```

Output
Orbital gap, eV: 6.40
E_HOMO, Ha: -0.159
Energy relative to the best compared isomer or geometry (same formula, charge and spin), kcal per mole: 2.44